Record 1
Computed, not measured: C38H29N3O5P2S2Ti as an isolated structure, with ωB97M-V/def2-TZVPD.

The HOMO-LUMO gap comes out at 0.243 Eh.

The geometry in ORCA input format:
```
! RIJCOSX wB97M-V def2-TZVPD def2/J DEFGRID3
* xyz 0 1
Ti -1.129 -1.406 -0.507
O 1.266 -6.943 -0.491
C 0.830 -5.678 -0.441
C 1.475 -4.636 -1.119
C 0.934 -3.383 -1.001
N -0.150 -3.178 -0.265
C -0.767 -4.148 0.402
C -0.308 -5.435 0.342
C -1.937 -3.553 1.172
O -2.653 -4.183 1.890
O -1.997 -2.246 0.917
C 1.385 -2.067 -1.614
O 2.362 -1.947 -2.287
O 0.521 -1.110 -1.261
H 2.037 -7.021 -1.064
H 2.362 -4.794 -1.720
H -0.804 -6.240 0.867
S -3.431 -0.731 -1.078
C -3.184 -1.522 -2.587
S -1.797 -2.559 -2.526
C -3.954 -1.301 -3.688
C -5.048 -0.379 -3.642
N -5.925 0.366 -3.607
C -3.640 -1.928 -4.937
N -3.372 -2.414 -5.945
C -1.283 1.203 2.067
C -1.572 1.384 0.561
P -0.450 2.690 -0.225
C -1.726 3.976 -0.575
C -1.939 4.545 -1.828
C -2.876 5.559 -1.989
C -3.600 6.025 -0.903
C -3.381 5.480 0.356
C -2.445 4.471 0.517
C -0.178 1.985 -1.885
C -1.218 1.508 -2.685
C -0.945 0.935 -3.919
C 0.367 0.836 -4.362
C 1.404 1.332 -3.583
C 1.131 1.904 -2.348
C -0.209 0.161 2.410
P 1.398 0.345 1.486
C 2.325 1.427 2.658
C 2.776 0.960 3.895
C 3.429 1.810 4.773
C 3.638 3.141 4.432
C 3.196 3.614 3.206
C 2.548 2.759 2.321
C 2.175 -1.288 1.812
C 3.421 -1.497 1.211
C 4.067 -2.717 1.315
C 3.474 -3.761 2.018
C 2.239 -3.569 2.616
C 1.589 -2.342 2.509
H -2.204 0.893 2.562
H -0.986 2.172 2.474
H -2.607 1.654 0.388
H -1.392 0.423 0.028
H -1.376 4.198 -2.684
H -3.048 5.980 -2.972
H -4.331 6.813 -1.034
H -3.937 5.847 1.209
H -2.272 4.058 1.506
H -2.246 1.620 -2.363
H -1.754 0.567 -4.538
H 0.580 0.367 -5.314
H 2.427 1.258 -3.932
H 1.938 2.275 -1.726
H -0.627 -0.815 2.161
H -0.008 0.164 3.480
H 2.625 -0.078 4.169
H 3.779 1.432 5.727
H 4.149 3.804 5.119
H 3.355 4.649 2.933
H 2.208 3.133 1.362
H 3.879 -0.687 0.652
H 5.030 -2.861 0.840
H 3.977 -4.716 2.100
H 1.778 -4.373 3.179
H 0.634 -2.217 3.003
*
```



Record 2
Computed, not measured: a 2-piece molecular cluster, C9H16N2O3 overall, with ωB97M-V/def2-TZVPD.

The HOMO-LUMO gap (alpha / beta) comes out at 0.374 / 0.235 Eh.

The geometry in ORCA input format:
```
! RIJCOSX wB97M-V def2-TZVPD def2/J DEFGRID3
* xyz 0 1
C 0.469 2.172 0.269
C -3.040 -1.636 0.009
C -2.788 -0.429 1.065
C -2.372 -1.233 -1.355
C -1.234 -0.240 1.204
C -0.829 -1.015 -1.138
C -0.672 0.045 -0.114
C 1.514 3.081 -0.381
C 4.079 -0.238 0.351
N 1.829 -1.073 0.420
N 2.748 -0.291 -0.226
O 0.115 2.289 1.436
O 2.297 -1.438 -0.885
O 0.069 1.170 -0.501
H -2.500 -2.584 0.333
H -4.147 -1.684 0.028
H -3.472 0.342 0.805
H -3.183 -0.741 2.015
H -2.439 -2.057 -2.169
H -2.779 -0.292 -1.871
H -0.956 0.497 1.970
H -0.900 -1.326 1.432
H -0.265 -1.929 -0.704
H -0.335 -0.642 -2.033
H 2.423 3.088 0.305
H 1.314 4.171 -0.592
H 1.778 2.744 -1.410
H 4.582 0.661 0.106
H 3.991 -0.331 1.518
H 4.700 -1.079 0.113
*
```



Record 3
Computed, not measured: a 2-piece molecular cluster, C3H9O3 overall, with ωB97M-V/def2-TZVPD.

The HOMO-LUMO gap comes out at 0.264 Eh.

The geometry in ORCA input format:
```
! RIJCOSX wB97M-V def2-TZVPD def2/J DEFGRID3
* xyz -1 1
C -0.555 1.182 -0.319
O -1.650 0.474 -0.068
C 0.722 0.912 0.605
C 1.138 -0.524 0.343
O 2.112 -0.950 1.342
H -0.137 0.952 -1.342
H -0.676 2.297 -0.367
H 0.385 1.192 1.617
H 1.589 1.560 0.456
H 0.276 -1.188 0.312
H 1.681 -0.559 -0.602
H 1.734 -1.636 1.890
H -1.750 -1.709 -1.621
H -2.233 -0.602 -0.829
O -2.635 -1.401 -1.417
*
```



Record 4
Computed, not measured: an isolated ion of composition C7H8NOS2 and charge -1, with ωB97M-V/def2-TZVPD.

The HOMO-LUMO gap comes out at 0.276 Eh. The structure (SMILES) is CC1(C)C[C@@]12SC(=S)N=C2[O-].

The geometry in ORCA input format:
```
! RIJCOSX wB97M-V def2-TZVPD def2/J DEFGRID3
* xyz -1 1
C 0.155 -1.020 -0.903
C -0.335 -0.017 0.063
C 0.041 1.325 -0.378
C -0.453 -0.291 1.541
C -1.813 -0.271 0.864
S -2.986 1.087 0.736
C -4.111 -0.085 -0.231
S -5.455 0.650 -0.905
N -3.715 -1.299 -0.165
C -2.534 -1.576 0.332
O -1.928 -2.626 0.395
H 0.176 -0.697 -1.863
H -0.353 -2.034 -0.897
H 1.211 -1.423 -0.796
H 0.461 1.438 -1.320
H 0.975 1.790 0.316
H -0.786 2.129 -0.185
H -0.377 0.441 2.311
H -0.245 -1.295 2.080
*
```



Record 5
Computed, not measured: a 2-piece molecular cluster, C6H10N2 overall, with ωB97M-V/def2-TZVPD.

The HOMO-LUMO gap comes out at 0.372 Eh. The structure (SMILES) is [H]/N=C(/C)C(=C)C.C#N.

The geometry in ORCA input format:
```
! RIJCOSX wB97M-V def2-TZVPD def2/J DEFGRID3
* xyz 0 1
H -0.760 -1.762 -1.370
N -1.150 -1.380 -0.510
C -0.506 -0.387 -0.017
C -1.200 0.484 1.004
C 0.564 0.345 -0.840
C 0.479 0.363 -2.176
C 1.368 1.422 -0.161
H -0.500 0.746 1.796
H -1.573 1.408 0.567
H -2.042 -0.059 1.426
H -0.263 -0.165 -2.755
H 1.154 0.912 -2.813
H 2.104 1.840 -0.846
H 0.765 2.273 0.153
H 1.883 0.998 0.699
C -0.147 -2.260 1.928
N 0.758 -2.238 2.652
H -0.935 -2.540 1.262
*
```



Record 6
Computed, not measured: one molecule with the formula C6H7NO2Si, with ωB97M-V/def2-TZVPD.

Its expectation value of S² is 2.010. The HOMO-LUMO gap (alpha / beta) comes out at 0.242 / 0.264 Eh.

The geometry in ORCA input format:
```
! RIJCOSX wB97M-V def2-TZVPD def2/J DEFGRID3
* xyz 0 3
C -1.851 -0.243 -1.073
C -0.839 -1.161 -1.289
C -1.720 0.808 -0.222
C 0.428 -0.908 -0.660
C -0.627 0.935 0.569
C 0.495 0.088 0.338
N 1.544 2.175 2.385
O 1.784 3.244 1.851
O 1.264 2.003 3.557
Si 2.007 0.434 1.276
H -2.667 -0.500 -1.727
H -1.076 -1.853 -2.109
H -2.498 1.484 -0.270
H 1.324 -1.362 -0.792
H -0.698 1.761 1.238
H 3.453 0.811 0.629
H 2.006 -0.290 2.620
*
```



Record 7
Computed, not measured: C17H39BrN3O7S as an isolated structure, with ωB97M-V/def2-TZVPD.

The HOMO-LUMO gap comes out at 0.287 Eh.

The geometry in ORCA input format:
```
! RIJCOSX wB97M-V def2-TZVPD def2/J DEFGRID3
* xyz -1 1
C 5.246 2.167 1.201
C 4.475 0.869 0.947
O 3.478 0.568 1.897
C 2.562 1.601 2.181
C 1.872 2.198 0.953
C 1.016 1.077 0.280
O -0.183 1.030 0.591
O 1.676 0.337 -0.491
N 0.981 3.314 1.400
S 1.803 4.562 2.285
Br 0.226 4.100 -0.161
H 4.829 2.995 0.629
H 5.226 2.448 2.252
H 6.289 2.052 0.913
H 5.181 0.041 1.001
H 4.057 0.853 -0.061
H 3.028 2.373 2.795
H 1.782 1.149 2.795
H 2.563 2.581 0.202
H 2.410 5.273 1.313
C 3.717 -2.900 -6.998
O 3.309 -3.667 -5.888
C 3.881 -3.258 -4.647
C 2.853 -2.630 -3.733
N 2.414 -1.337 -4.232
C 1.274 -0.763 -3.505
C -0.045 -1.515 -3.543
O -0.678 -1.560 -4.822
C -0.242 -2.593 -5.674
H 3.352 -3.402 -7.894
H 3.302 -1.886 -6.975
H 4.808 -2.832 -7.057
H 4.717 -2.573 -4.817
H 4.275 -4.159 -4.166
H 3.301 -2.490 -2.745
H 2.026 -3.347 -3.625
H 2.171 -1.427 -5.209
H 1.100 0.232 -3.921
H 1.555 -0.619 -2.459
H -0.733 -0.976 -2.891
H 0.038 -2.530 -3.136
H 0.047 -3.488 -5.115
H 0.596 -2.280 -6.306
H -1.073 -2.851 -6.335
C -2.895 -0.208 1.521
O -3.255 -0.930 2.700
C -2.481 -0.589 3.836
C -3.328 0.127 4.868
N -3.707 1.458 4.415
C -4.716 2.116 5.233
C -6.098 1.477 5.329
O -6.837 1.500 4.123
C -6.564 0.442 3.221
H -3.428 -0.666 0.688
H -3.188 0.845 1.585
H -1.824 -0.255 1.325
H -1.610 0.008 3.553
H -2.121 -1.524 4.280
H -2.758 0.223 5.799
H -4.199 -0.513 5.070
H -4.041 1.400 3.462
H -4.849 3.125 4.834
H -4.318 2.227 6.248
H -6.681 2.066 6.043
H -6.055 0.456 5.727
H -6.298 -0.479 3.747
H -5.765 0.697 2.521
H -7.470 0.264 2.642
*
```



Record 8
Computed, not measured: a 2-piece molecular cluster, C4H11NO overall, with ωB97M-V/def2-TZVPD.

The HOMO-LUMO gap comes out at 0.404 Eh. The structure (SMILES) is NC=O.CCC.

The geometry in ORCA input format:
```
! RIJCOSX wB97M-V def2-TZVPD def2/J DEFGRID3
* xyz 0 1
N -3.245 -1.375 3.871
C -2.696 -0.777 4.974
O -3.190 0.229 5.446
H -3.988 -0.781 3.529
H -2.892 -2.291 3.644
H -1.794 -1.204 5.431
C 1.316 1.178 -3.544
C 1.222 0.115 -2.454
C 2.263 0.256 -1.358
H 2.209 1.090 -4.143
H 0.460 1.155 -4.221
H 1.354 2.181 -3.124
H 0.244 0.197 -1.984
H 1.244 -0.860 -2.950
H 2.248 -0.647 -0.754
H 1.951 1.083 -0.714
H 3.292 0.451 -1.645
*
```



Record 9
Computed, not measured: C2H7GaO3 as an isolated structure, with ωB97M-V/def2-TZVPD.

Its expectation value of S² is 0.756. The HOMO-LUMO gap (alpha / beta) comes out at 0.331 / 0.185 Eh.

The geometry in ORCA input format:
```
! RIJCOSX wB97M-V def2-TZVPD def2/J DEFGRID3
* xyz 1 2
O -0.146 -0.940 -1.287
H -0.176 -0.181 -1.876
C 0.584 1.184 0.577
O 0.868 -0.190 0.725
C 1.016 -0.893 -0.466
H -0.417 1.341 0.142
H 0.590 1.631 1.577
H 1.339 1.676 -0.059
H 1.273 -1.922 -0.184
H 1.843 -0.453 -1.051
Ga -2.908 0.302 1.607
O -2.291 -0.800 0.475
H -1.575 -0.756 -0.179
*
```



Record 10
Computed, not measured: F4KN2O8S4 as an isolated structure, with ωB97M-V/def2-TZVPD.

The HOMO-LUMO gap comes out at 0.356 Eh.

The geometry in ORCA input format:
```
! RIJCOSX wB97M-V def2-TZVPD def2/J DEFGRID3
* xyz -1 1
K 0.411 1.256 0.312
N 1.685 0.033 -0.179
S 1.844 -1.524 -0.128
O 3.028 -2.184 -0.687
O 0.673 -2.403 -0.119
F 2.200 -1.718 1.485
S 2.312 0.366 -1.678
O 1.768 -0.325 -2.819
O 3.682 0.829 -1.707
F 1.617 1.772 -2.030
N -1.638 1.364 0.884
S -1.614 -0.150 1.702
O -1.137 -1.281 0.902
O -2.531 -0.374 2.855
F -0.208 0.162 2.578
S -2.764 0.908 0.009
O -4.108 0.976 0.496
O -2.517 -0.054 -1.054
F -2.702 2.346 -0.821
*
```



Record 11
Computed, not measured: a 3-piece molecular cluster, C3H6N2 overall, with ωB97M-V/def2-TZVPD.

The HOMO-LUMO gap (alpha / beta) comes out at 0.232 / 0.230 Eh.

The geometry in ORCA input format:
```
! RIJCOSX wB97M-V def2-TZVPD def2/J DEFGRID3
* xyz 0 1
C 0.903 -0.165 -0.847
C 0.079 0.864 -0.565
C -0.797 -1.185 1.491
N 0.120 -1.442 0.681
N -0.717 1.654 -0.179
H -0.893 2.590 -0.519
H 1.867 -0.231 -0.369
H 0.612 -0.905 -1.575
H 1.312 0.984 -1.914
H -1.120 -1.930 2.244
H -1.366 -0.233 1.552
*
```



Record 12
Computed, not measured: one molecule with the formula C20H31N3O3S, with ωB97M-V/def2-TZVPD.

The HOMO-LUMO gap comes out at 0.353 Eh. The structure (SMILES) is CN1CCN(C(=O)CCc2ccc(S(=O)(=O)NC3CCCCC3)cc2)CC1.

The geometry in ORCA input format:
```
! RIJCOSX wB97M-V def2-TZVPD def2/J DEFGRID3
* xyz 0 1
C -3.475 -1.853 2.689
N -3.555 -1.302 1.355
C -3.821 0.122 1.372
C -4.009 0.636 -0.058
N -2.845 0.328 -0.852
C -2.019 1.175 -1.504
O -1.076 0.763 -2.157
C -2.287 2.668 -1.398
C -1.765 3.233 -0.065
C -0.361 2.762 0.194
C -0.098 1.831 1.193
C 1.185 1.359 1.400
C 2.209 1.821 0.599
S 3.852 1.179 0.877
O 4.743 1.696 -0.124
O 4.184 1.383 2.261
N 3.634 -0.471 0.701
C 3.922 -1.037 -0.609
C 3.924 -2.565 -0.531
C 2.539 -3.099 -0.174
C 1.501 -2.621 -1.186
C 1.483 -1.097 -1.230
C 2.861 -0.565 -1.604
C 1.977 2.758 -0.387
C 0.691 3.227 -0.587
C -2.564 -1.093 -0.856
C -2.360 -1.579 0.576
H -4.413 -1.665 3.209
H -2.652 -1.422 3.281
H -3.326 -2.929 2.620
H -4.739 0.297 1.940
H -3.002 0.682 1.860
H -4.211 1.704 -0.043
H -4.872 0.120 -0.498
H -1.734 3.127 -2.219
H -3.345 2.900 -1.526
H -1.788 4.324 -0.116
H -2.413 2.920 0.756
H -0.905 1.474 1.817
H 1.410 0.642 2.174
H 4.120 -0.942 1.450
H 4.908 -0.682 -0.949
H 4.656 -2.897 0.209
H 4.228 -2.957 -1.503
H 2.262 -2.739 0.818
H 2.565 -4.191 -0.146
H 0.515 -3.002 -0.913
H 1.749 -3.013 -2.175
H 0.746 -0.734 -1.947
H 1.207 -0.712 -0.247
H 2.854 0.524 -1.630
H 3.136 -0.924 -2.598
H 2.807 3.102 -0.983
H 0.502 3.959 -1.358
H -1.668 -1.259 -1.453
H -3.411 -1.624 -1.302
H -2.190 -2.657 0.574
H -1.468 -1.085 1.003
*
```